{"formula": "C18H26CoN3O3S4", "method": "ωB97M-V/def2-TZVPD", "elements": ["N", "C", "C", "C", "H", "H", "C", "O", "C", "H", "C", "C", "H", "C", "H", "H", "H", "N", "C", "Co", "C", "H", "C", "H", "H", "C", "C", "S", "C", "H", "C", "H", "H", "H", "C", "H", "H", "C", "H", "H", "S", "H", "S", "H", "N", "H", "C", "H", "O", "O", "H", "H", "S", "H", "H"], "positions_angstrom": [[-2.869, -1.007, -1.298], [1.959, -2.839, 0.302], [-2.147, 1.073, 2.715], [1.777, -4.320, 0.353], [2.511, 2.206, -1.964], [-0.585, 1.133, 4.192], [1.765, 3.303, -0.259], [-1.449, -3.041, -0.024], [-0.247, -3.237, 0.066], [-2.429, 0.018, 2.744], [2.705, 2.288, -0.894], [-2.181, 3.401, 1.120], [3.740, 2.614, -0.783], [2.179, -6.640, 0.544], [2.066, 3.531, 0.765], [-4.226, -0.071, -3.661], [2.855, -7.475, 0.672], [-2.606, 0.838, -2.663], [0.423, -4.564, 0.215], [0.402, -0.313, -0.064], [0.815, -6.886, 0.405], [-4.123, 1.680, -3.790], [-0.691, 1.267, 3.115], [0.458, -7.907, 0.428], [3.408, -0.339, 1.675], [-0.723, 3.810, 0.853], [-0.092, -5.842, 0.241], [0.464, 0.099, 2.340], [3.067, 0.666, 1.434], [-0.709, 4.801, 0.399], [-3.984, 0.842, -3.114], [-2.825, 3.848, 0.363], [3.920, 1.341, 1.526], [-0.146, 3.874, 1.778], [2.685, -5.343, 0.524], [-0.357, 2.270, 2.868], [-2.507, 3.804, 2.081], [-2.089, -0.048, -1.800], [-4.676, 0.961, -2.278], [1.662, 2.146, 2.179], [-2.594, 1.638, 1.058], [-3.808, -1.133, -1.633], [2.651, 0.562, -0.329], [-1.975, 1.567, -2.948], [0.718, -2.256, 0.080], [-2.408, -1.778, -0.807], [1.970, 1.124, 2.390], [-2.774, 1.586, 3.445], [2.987, -2.215, 0.471], [-0.873, 0.067, -1.482], [1.822, 4.230, -0.830], [-1.153, -6.024, 0.136], [0.086, 2.645, -0.272], [3.742, -5.143, 0.636], [2.362, 1.086, 3.407]], "e_above_lowest_ev": 0.000, "homo_ha": [-0.423, -0.426], "e_lumo_ev": [-2.1, -2.8], "spin_multiplicity": 4, "s2": 3.758, "orbital_gap_ev": [9.41, 8.76], "total_charge": 1}



{"formula": "C18H26FNO3S", "method": "ωB97M-V/def2-TZVPD", "elements": ["H", "H", "H", "O", "C", "C", "H", "C", "C", "C", "H", "H", "H", "H", "C", "H", "O", "H", "C", "C", "N", "C", "C", "H", "S", "C", "H", "H", "C", "C", "C", "H", "H", "H", "H", "H", "H", "C", "O", "H", "H", "H", "C", "H", "F", "H", "H", "H", "C", "C"], "positions_angstrom": [[0.069, -3.032, 2.915], [-0.607, -0.513, -3.582], [-2.719, 2.965, -0.982], [-1.677, 0.733, 2.202], [-0.072, -0.681, -1.607], [-0.905, 1.674, -2.024], [-0.991, 3.431, 1.160], [0.496, -2.228, 3.070], [0.579, -1.499, 2.169], [0.935, -0.017, 2.328], [2.181, -1.446, -2.969], [-0.824, -2.210, -5.529], [1.925, 1.190, 3.749], [1.190, -0.341, -5.702], [0.240, 0.630, -1.280], [-0.365, 1.823, -2.874], [-0.777, 3.122, -1.373], [-2.744, 3.263, 1.241], [-1.774, 2.995, 0.618], [1.034, 1.189, 1.114], [-0.092, 0.817, 0.195], [1.795, -0.780, -3.595], [1.691, -1.119, -5.146], [0.525, -1.530, -1.054], [-1.598, 1.126, 0.702], [1.412, 0.274, 3.586], [1.567, 0.106, -3.375], [-1.904, 1.173, -1.836], [-0.056, -1.147, -3.050], [-0.041, -2.912, -4.945], [1.762, -0.649, 4.499], [1.161, -2.770, 5.126], [1.848, 0.890, 0.646], [0.144, -1.581, 1.258], [1.912, -3.156, -4.779], [-0.334, -3.739, -5.088], [-1.249, -1.117, -1.228], [-0.434, -2.493, -3.346], [-2.511, 0.473, -0.159], [2.792, -1.117, -5.380], [-1.671, 4.485, -0.744], [1.116, 0.849, -1.301], [-1.700, 3.415, -0.566], [-1.443, -2.657, -3.163], [2.328, -0.298, 5.661], [0.412, -3.203, -2.856], [1.343, -2.630, -6.408], [0.839, 2.064, 1.578], [1.203, -1.924, 4.371], [1.182, -2.388, -5.377]], "e_above_lowest_ev": 17.726, "homo_ha": -0.308, "e_lumo_ev": 0.6, "orbital_gap_ev": 8.97}



{"formula": "C18H26IrN5O3", "method": "ωB97M-V/def2-TZVPD", "elements": ["N", "C", "O", "H", "H", "H", "C", "H", "H", "H", "H", "C", "H", "N", "H", "H", "N", "H", "H", "Ir", "C", "H", "H", "H", "C", "O", "H", "N", "H", "C", "C", "C", "H", "C", "H", "H", "H", "C", "C", "H", "C", "C", "C", "C", "H", "H", "C", "H", "C", "C", "N", "H", "O"], "positions_angstrom": [[-1.281, 1.852, 1.510], [2.803, 1.006, 1.084], [-1.468, 1.666, -1.061], [-1.046, 0.271, 3.843], [-2.250, 3.718, 1.285], [4.768, 0.419, -0.713], [-0.390, -3.272, -0.079], [2.212, 0.104, -4.131], [-2.213, -1.027, 1.489], [2.805, 2.098, 1.128], [1.040, -1.229, 2.847], [-1.479, 3.110, 0.823], [2.011, -1.471, 1.381], [1.668, 0.533, 1.883], [2.430, 1.418, 3.652], [-2.200, -0.818, -4.862], [-1.418, -0.754, 2.059], [3.751, 0.659, 1.515], [2.796, -0.961, 2.892], [-0.257, 0.455, 0.372], [3.619, 0.200, -2.513], [0.253, 0.413, -2.689], [4.486, 0.040, -3.141], [-1.993, 0.375, -2.066], [-2.834, -1.377, -4.172], [-2.454, 3.672, -1.267], [-3.093, -2.327, -4.634], [-1.830, -0.642, -2.025], [-3.743, -0.798, -4.013], [-1.057, -2.420, -1.106], [-1.846, 0.172, 3.109], [1.507, 1.384, 3.061], [-1.032, -1.596, 2.467], [-2.095, 1.547, 2.536], [1.247, 2.393, 2.748], [-0.541, 3.671, 0.754], [0.061, -4.146, -0.545], [-2.125, -1.623, -2.884], [1.891, -0.863, 2.276], [0.383, -2.697, 0.433], [-1.863, 2.832, -0.624], [1.237, 0.390, -2.241], [3.775, 0.404, -1.149], [2.345, 0.224, -3.063], [-1.112, -3.622, 0.663], [0.704, 1.008, 3.690], [2.664, 0.614, -0.342], [-1.703, -3.786, -2.739], [-1.644, -2.795, -2.322], [1.377, 0.560, -0.864], [-1.188, -1.106, -0.940], [-2.740, -0.153, 3.641], [-2.938, 2.275, 3.043]], "e_above_lowest_ev": 2.876, "homo_ha": [-0.270, -0.270], "e_lumo_ev": [-0.1, -0.1], "orbital_gap_ev": [7.22, 7.22]}